2 unconnected molecules or ions with the total composition C3H10N5 in a non-equilibrium geometry. Source: the OMol25 dataset; level of theory: ωB97M-V with the def2-TZVPD basis set.

Each line ends with the Löwdin charge.
Positions of all 18 atoms, in Å:
C -1.900 0.984 -0.061  0.11
C -0.797 0.340 0.128  -0.05
C 2.626 1.172 -0.300  0.09
N 0.305 -0.084 0.398  0.08
N 1.306 -0.867 0.247  0.14
N 3.533 -1.039 0.381  0.14
N 2.412 -0.302 -0.028  -0.19
N -4.328 -0.732 0.006  -0.05
H -2.765 0.476 0.172  -0.01
H -1.956 2.038 -0.263  0.10
H 3.524 1.581 0.041  0.09
H 2.726 1.192 -1.341  0.08
H 1.613 1.539 -0.047  0.10
H 4.209 -1.153 -0.279  0.07
H 3.312 -1.910 0.916  0.14
H -4.771 -0.657 0.965  0.06
H -5.034 -0.839 -0.788  0.06
H -4.014 -1.740 -0.145  0.05

Calculated values
Charge: +1
2S+1: 1
Kohn-Sham gap (alpha / beta) in eV: 8.16 / 8.16
HOMO level (alpha / beta) in Eh: -0.478 / -0.478
ΔE to the lowest compared entry with this formula, charge and spin in kJ/mol: 570.8